No. 1
Entry from the Open Molecules 2025 dataset: the molecule C3H5N3 (the ωB97M-V functional and the def2-TZVPD basis).

Element x y z (Å)
C (-1.356, 0.354, -0.607)
N (-0.068, 0.055, -0.034)
N (0.818, -0.684, -0.668)
C (1.827, -0.784, 0.187)
C (1.502, -0.063, 1.360)
N (0.325, 0.460, 1.160)
H (-1.269, 0.863, -1.598)
H (-2.134, -0.604, -0.707)
H (-1.915, 1.038, 0.078)
H (2.900, -1.208, -0.064)
H (2.140, 0.348, 2.112)

Properties
- Charge: 0
- E_HOMO: -9.753 eV
- Frontier orbital gap: 0.399 Eh
- SMILES: Cn1nccn1
- ΔE to the lowest compared entry with this formula, charge and spin: 165.83 kJ/mol
- LUMO level: 1.11 eV

---

No. 2
Entry from the Open Molecules 2025 dataset: a structure of composition C19H17BF6N9PSY (the ωB97M-V functional and the def2-TZVPD basis).

Element x y z (Å)
Y (10.032, 7.698, 9.034)
C (6.934, 8.635, 5.781)
C (8.313, 8.766, 6.155)
N (8.402, 8.666, 7.475)
N (7.135, 8.519, 8.009)
C (6.252, 8.601, 6.981)
B (6.849, 8.624, 9.531)
N (6.981, 7.216, 10.251)
C (5.971, 6.568, 10.919)
C (6.346, 5.263, 11.100)
C (7.642, 5.181, 10.578)
N (8.057, 6.379, 10.122)
N (7.834, 9.626, 10.300)
C (7.530, 10.487, 11.277)
C (8.687, 10.802, 12.003)
C (9.737, 10.152, 11.289)
N (9.195, 9.365, 10.330)
H (6.622, 8.713, 4.722)
H (9.121, 8.783, 5.496)
H (5.192, 8.449, 7.139)
H (5.760, 9.062, 9.702)
H (4.983, 7.007, 11.105)
H (5.743, 4.495, 11.580)
H (8.339, 4.361, 10.526)
H (6.508, 10.867, 11.352)
H (8.791, 11.337, 12.930)
H (10.756, 10.161, 11.527)
N (13.046, 7.185, 5.914)
C (13.728, 8.284, 6.361)
C (14.975, 8.739, 5.973)
C (15.374, 9.992, 6.514)
C (14.537, 10.671, 7.408)
C (13.278, 10.194, 7.807)
C (12.915, 8.963, 7.268)
N (11.653, 8.250, 7.350)
C (11.864, 7.177, 6.578)
C (10.942, 6.107, 6.334)
C (10.994, 5.148, 5.361)
S (9.752, 3.978, 5.523)
C (9.141, 4.909, 6.867)
N (9.870, 5.949, 7.267)
H (13.403, 6.502, 5.290)
H (15.613, 8.224, 5.260)
H (16.315, 10.508, 6.185)
H (14.916, 11.637, 7.788)
H (12.532, 10.838, 8.323)
H (11.610, 5.176, 4.504)
H (8.195, 4.797, 7.350)
F (11.003, 5.956, 10.272)
P (12.389, 6.575, 11.035)
F (13.670, 7.220, 11.729)
F (13.289, 6.192, 9.755)
F (11.901, 8.001, 10.205)
F (12.630, 5.087, 11.656)
F (11.465, 7.040, 12.216)

Properties
- Charge: +2
- E_HOMO (spin up / spin down): -14.015 / -14.015 eV
- Frontier orbital gap (spin up / spin down): 0.241 / 0.110 Eh
- Spin multiplicity: 2
- LUMO level (spin up / spin down): -7.45 / -11.02 eV

---

No. 3
Entry from the Open Molecules 2025 dataset: a structure of composition C23H52O4P4Sc (the ωB97M-V functional and the def2-TZVPD basis).

Element x y z (Å)
Sc (-0.271, -0.455, 0.067)
P (-0.619, -2.519, 1.690)
P (2.138, 0.321, 0.655)
P (0.607, -2.347, -1.505)
H (-1.621, 1.386, -1.575)
C (-1.533, 0.308, -1.769)
C (-2.331, -0.606, -1.069)
H (-3.022, -0.274, -0.277)
C (-1.587, -2.263, 3.215)
C (0.870, -3.307, 2.411)
C (-1.518, -3.964, 1.005)
C (2.632, 1.662, -0.480)
C (2.382, 1.148, 2.255)
C (3.560, -0.829, 0.572)
C (-0.654, -3.184, -2.541)
C (1.725, -3.740, -1.119)
C (1.556, -1.499, -2.815)
H (-1.083, 0.080, -2.740)
H (-2.566, -1.613, -1.429)
H (-2.526, -1.755, 2.964)
H (-1.032, -1.620, 3.908)
H (-1.792, -3.236, 3.685)
H (1.439, -2.555, 2.974)
H (1.514, -3.723, 1.628)
H (0.561, -4.105, 3.100)
H (-2.491, -3.630, 0.621)
H (-1.683, -4.694, 1.811)
H (-0.960, -4.435, 0.185)
H (3.668, 1.966, -0.284)
H (1.966, 2.530, -0.381)
H (2.536, 1.264, -1.495)
H (3.443, 1.411, 2.350)
H (2.081, 0.490, 3.081)
H (1.770, 2.058, 2.293)
H (4.449, -0.325, 0.974)
H (3.761, -1.146, -0.461)
H (3.346, -1.719, 1.182)
H (-0.140, -3.669, -3.380)
H (-1.370, -2.452, -2.931)
H (-1.209, -3.930, -1.961)
H (2.041, -4.192, -2.069)
H (1.222, -4.499, -0.507)
H (2.610, -3.382, -0.580)
H (1.726, -2.213, -3.631)
H (2.526, -1.118, -2.472)
H (0.994, -0.640, -3.205)
C (3.077, 1.212, -4.723)
C (3.660, 2.396, -5.213)
C (3.350, 2.798, -6.509)
C (2.448, 2.066, -7.291)
C (1.938, 0.853, -6.809)
C (2.298, 0.385, -5.540)
O (3.176, 0.898, -3.387)
H (3.508, 1.690, -2.908)
H (4.300, 2.986, -4.557)
H (3.809, 3.705, -6.894)
H (2.144, 2.435, -8.275)
H (1.238, 0.273, -7.413)
H (1.929, -0.569, -5.164)
C (-3.540, 2.987, 0.205)
C (-2.129, 3.315, 0.610)
O (-1.664, 2.625, 1.815)
P (-1.523, 0.991, 1.965)
O (-3.100, 0.509, 2.100)
C (-4.215, 1.077, 2.967)
C (-4.159, 0.489, 4.342)
O (-0.999, 0.915, 3.534)
C (-0.363, 2.000, 4.296)
C (-1.302, 2.490, 5.364)
H (-3.627, 1.975, -0.207)
H (-3.805, 3.690, -0.593)
H (-4.265, 3.122, 1.015)
H (-1.445, 3.078, -0.218)
H (-2.032, 4.379, 0.849)
H (-4.127, 2.171, 2.946)
H (-5.108, 0.776, 2.412)
H (-3.317, 0.911, 4.902)
H (-5.076, 0.723, 4.894)
H (-4.066, -0.600, 4.291)
H (0.550, 1.565, 4.717)
H (-0.079, 2.814, 3.617)
H (-1.579, 1.677, 6.045)
H (-0.820, 3.276, 5.956)
H (-2.199, 2.930, 4.912)

Properties
- Charge: +3
- E_HOMO: -14.710 eV
- Frontier orbital gap: 0.121 Eh
- LUMO level: -11.43 eV

---

No. 4
Entry from the Open Molecules 2025 dataset: the ion C3H3O3 with charge +1 (the ωB97M-V functional and the def2-TZVPD basis).

Element x y z (Å)
C (-2.458, 0.040, 0.049)
C (0.001, -0.641, -0.083)
C (1.069, 0.225, 0.009)
O (-3.559, 0.324, 0.085)
O (2.358, -0.007, 0.065)
O (-1.301, -0.130, -0.103)
H (0.047, -1.738, -0.350)
H (0.733, 1.213, 0.105)
H (3.110, 0.715, 0.223)

Properties
- Charge: +1
- E_HOMO: -14.604 eV
- Frontier orbital gap: 0.371 Eh
- ΔE to the lowest compared entry with this formula, charge and spin: 198.32 kJ/mol
- LUMO level: -4.51 eV

---

No. 5
Entry from the Open Molecules 2025 dataset: a structure of composition C5H29Cu3NO21P2 (the ωB97M-V functional and the def2-TZVPD basis).

Element x y z (Å)
Cu (5.602, 7.815, 10.227)
Cu (6.843, 10.081, 9.852)
Cu (8.882, 7.466, 11.161)
C (4.762, 11.264, 9.455)
O (5.665, 11.543, 10.398)
O (3.813, 11.943, 9.097)
O (5.066, 10.136, 8.869)
P (6.929, 8.721, 12.722)
O (7.881, 7.433, 12.841)
O (6.587, 9.490, 13.999)
O (5.633, 8.129, 11.999)
O (7.632, 9.619, 11.611)
P (8.370, 7.538, 8.664)
O (8.089, 6.722, 7.416)
O (8.018, 9.051, 8.430)
O (9.714, 7.360, 9.325)
O (7.387, 7.107, 9.822)
O (10.101, 10.494, 10.619)
H (9.644, 9.914, 9.947)
H (9.454, 10.597, 11.320)
O (6.997, 13.842, 9.285)
H (6.152, 14.279, 9.095)
H (6.872, 13.182, 9.956)
O (5.734, 7.602, 6.027)
H (6.640, 7.270, 6.098)
H (5.855, 8.527, 5.786)
O (9.324, 7.894, 5.132)
H (9.133, 8.736, 5.478)
H (8.925, 7.284, 5.808)
O (12.726, 8.169, 10.069)
H (11.893, 8.037, 9.594)
H (12.663, 9.071, 10.406)
O (4.678, 7.761, 8.365)
H (4.518, 8.710, 8.488)
H (5.239, 7.655, 7.537)
O (8.618, 13.199, 6.435)
H (8.305, 13.438, 7.302)
H (7.907, 12.582, 6.179)
O (6.405, 10.065, 6.254)
H (5.627, 10.354, 6.725)
H (7.025, 9.678, 6.947)
O (9.062, 9.215, 15.123)
H (8.557, 9.988, 14.750)
H (8.635, 8.388, 14.798)
C (11.311, 6.107, 14.046)
C (11.643, 6.435, 12.562)
C (11.320, 5.400, 11.520)
O (9.929, 4.976, 11.730)
C (9.379, 4.314, 10.645)
N (10.853, 7.693, 12.284)
H (10.230, 6.238, 14.213)
H (11.924, 6.801, 14.641)
H (11.535, 5.157, 14.427)
H (12.677, 6.650, 12.631)
H (12.032, 4.567, 11.593)
H (11.469, 5.928, 10.546)
H (8.310, 4.329, 10.737)
H (9.714, 3.290, 10.623)
H (9.695, 4.852, 9.678)
H (10.303, 8.003, 13.085)
H (11.300, 8.438, 11.724)

Properties
- Charge: -2
- E_HOMO (spin up / spin down): -4.266 / -4.286 eV
- Frontier orbital gap (spin up / spin down): 0.319 / 0.270 Eh
- Spin multiplicity: 4
- LUMO level (spin up / spin down): 4.41 / 3.06 eV